The following is a quantum chemistry calculation of a 2-piece molecular cluster, C4H11NO overall in a non-equilibrium geometry, from the OMol25 dataset.

The geometry in XYZ format:
```
17
Properties=species:S:1:pos:R:3
C -0.42 -1.32 -2.32
C -0.76 -0.38 -1.44
C -0.79 -0.64 0.04
N 0.26 0.05 0.74
C 0.10 0.19 2.18
H -0.49 -1.17 -3.39
H -0.18 -2.34 -2.03
H -1.35 0.38 -1.95
H -1.80 -0.56 0.45
H -0.68 -1.75 0.09
H 1.15 -0.38 0.53
H -0.02 -0.76 2.71
H 1.02 0.65 2.54
H -0.71 0.86 2.43
O 1.64 2.52 0.19
H 0.94 1.92 -0.10
H 2.08 2.74 -0.64
```

Values from the calculation:
HOMO level = -9.045 eV
net charge = 0
frontier orbital gap = 0.3706 Eh
LUMO level = 0.0382 hartree

The following is a quantum chemistry calculation of C2H5NOS as an isolated structure in a non-equilibrium geometry, from the OMol25 dataset.

The geometry in XYZ format:
```
10
Properties=species:S:1:pos:R:3
C -0.77 0.22 0.02
C 0.32 -0.84 0.45
H 0.58 1.61 -0.07
H -1.31 1.94 -0.22
H 0.68 -0.62 1.67
H -0.11 -1.64 -0.08
H 1.62 -1.35 -1.16
N -0.35 1.52 -0.02
O 1.54 -0.37 -0.40
S -2.19 -0.49 -0.18
```

Values from the calculation:
HOMO level = -8.594 eV
net charge = 0
frontier orbital gap = 0.3261 Eh
LUMO level = 0.0102 hartree

The following is a quantum chemistry calculation of a 3-piece molecular cluster, C3H7NO3 overall in a non-equilibrium geometry, from the OMol25 dataset.

The geometry in XYZ format:
```
14
Properties=species:S:1:pos:R:3
O 1.39 -0.66 1.01
C 1.71 -1.34 0.12
O 2.36 -2.06 -0.50
C -0.35 -1.56 -1.59
O -1.10 -1.35 -0.64
H 0.04 -2.56 -1.83
H -0.26 -0.83 -2.41
C -0.31 2.00 0.73
N -1.11 0.87 1.16
H 0.15 2.47 1.59
H -0.97 2.75 0.24
H 0.49 1.77 0.01
H -1.47 0.23 0.35
H -0.57 0.26 1.76
```

Values from the calculation:
HOMO level = -8.478 eV
net charge = 0
frontier orbital gap = 0.2944 Eh
LUMO level = -0.0172 hartree

The following is a quantum chemistry calculation of a 2-piece molecular cluster, C4H12NP overall in a non-equilibrium geometry, from the OMol25 dataset.

The geometry in XYZ format:
```
18
Properties=species:S:1:pos:R:3
C -1.30 0.19 -0.74
C -2.38 -0.79 -0.39
C 1.04 1.75 -0.27
C 0.16 -0.20 1.73
N 2.52 -1.28 -0.56
P 0.27 0.11 -0.07
H -1.33 0.59 -1.75
H -3.21 -0.70 -1.08
H -2.76 -0.59 0.62
H -2.03 -1.82 -0.41
H 1.09 1.99 -1.33
H 0.45 2.51 0.24
H 2.05 1.71 0.14
H -0.47 -1.07 1.90
H 1.16 -0.40 2.09
H -0.26 0.68 2.22
H 2.90 -0.63 -1.25
H 2.11 -2.04 -1.09
```

Values from the calculation:
HOMO level (spin up / spin down) = -7.904 / -6.974 eV
net charge = 0
frontier orbital gap (spin up / spin down) = 0.2953 / 0.2648 Eh
LUMO level (spin up / spin down) = 0.0048 / 0.0086 hartree

The following is a quantum chemistry calculation of one molecule with the formula C5H6O, from the OMol25 dataset.

The geometry in XYZ format:
```
12
Properties=species:S:1:pos:R:3
C 0.51 -1.99 -1.41
C 0.17 -0.67 -0.98
C -0.26 0.41 -0.66
C 0.18 1.34 0.36
C -0.74 1.50 1.53
O 1.30 1.79 0.27
H -0.43 -2.51 -1.58
H 1.10 -1.91 -2.31
H 1.07 -2.51 -0.63
H -1.79 1.46 1.20
H -0.58 0.66 2.22
H -0.50 2.44 2.00
```

Values from the calculation:
HOMO level = -9.638 eV
net charge = 0
frontier orbital gap = 0.3788 Eh
LUMO level = 0.0246 hartree

The following is a quantum chemistry calculation of C5H6O3Rh as an isolated structure in a non-equilibrium geometry, from the OMol25 dataset.

The geometry in XYZ format:
```
15
Properties=species:S:1:pos:R:3
O -3.09 0.95 -1.37
C -2.41 1.03 -0.44
O -1.73 1.45 0.43
O 0.31 -0.62 0.62
C 0.94 -1.31 -0.41
C 2.11 -0.58 -1.06
C 2.61 -1.30 -2.29
C 3.84 -1.72 -2.47
Rh -0.08 0.92 1.33
H 0.17 -1.50 -1.19
H 1.30 -2.29 -0.04
H 2.93 -0.47 -0.33
H 1.78 0.43 -1.36
H 1.87 -1.46 -3.08
H 4.84 -1.42 -2.15
```

Values from the calculation:
multiplicity = 6
HOMO level (spin up / spin down) = -18.029 / -18.401 eV
net charge = +2
frontier orbital gap (spin up / spin down) = 0.3499 / 0.2083 Eh
LUMO level (spin up / spin down) = -0.3126 / -0.4679 hartree

The following is a quantum chemistry calculation of an isolated ion of composition C2HIN2O and charge +2 in a non-equilibrium geometry, from the OMol25 dataset.

The geometry in XYZ format:
```
7
Properties=species:S:1:pos:R:3
I -1.02 0.21 3.01
C 0.10 -0.63 1.50
N 1.02 -1.63 1.83
C 1.58 -1.89 0.76
O 1.14 -1.03 -0.38
N 0.20 -0.34 0.20
H -0.35 0.51 -0.24
```

Values from the calculation:
HOMO level (spin up / spin down) = -22.506 / -22.086 eV
net charge = +2
frontier orbital gap (spin up / spin down) = 0.3617 / 0.2476 Eh
LUMO level (spin up / spin down) = -0.4654 / -0.5640 hartree

The following is a quantum chemistry calculation of one molecule with the formula C2H3NOS in a non-equilibrium geometry, from the OMol25 dataset.

The geometry in XYZ format:
```
8
Properties=species:S:1:pos:R:3
O 2.33 -0.15 0.35
C 1.17 -0.40 0.43
N 0.18 0.36 -0.20
C -1.17 0.09 -0.21
S -2.28 0.97 -1.04
H 0.80 -1.28 1.01
H 0.49 1.16 -0.76
H -1.52 -0.76 0.42
```

Values from the calculation:
HOMO level = -9.211 eV
net charge = 0
frontier orbital gap = 0.3276 Eh
LUMO level = -0.0109 hartree

ΔE to the lowest compared entry with this formula, charge and spin: 45.4; 93.7; 58.0; 80.2; 47.0; 31.5; 85.8; 0.0 (kcal/mol)